A 10-piece molecular cluster, C60H110N10O8 overall in a non-equilibrium geometry. Source: the OMol25 dataset; level of theory: ωB97M-V/def2-TZVPD.

As for the molar mass: 1099.60 u. As for the structure (SMILES): O=[N+]([O-])c1ccccc1.O=[N+]([O-])c1ccccc1.O=[N+]([O-])c1ccccc1.O=[N+]([O-])c1ccccc1.CCN(CC)CC.CCN(CC)CC.CCN(CC)CC.CCN(CC)CC.CCN(CC)CC.CCN(CC)CC. For the largest force on an atom, the calculation gives 4.15 eV/A. As for the frontier orbital gap: 7.608 eV.

Geometry as XYZ:
```
188
Properties=species:S:1:pos:R:3:forces:R:3:lowdin_charge:R:1
C 3.95259 14.51054 22.29942 -0.404 2.077 1.287 -0.06
C 5.16738 13.92401 22.54789 0.209 -1.506 -0.273 -0.08
C 6.12956 14.46766 23.41217 -0.356 -1.238 -1.234 -0.01
C 5.69572 15.54388 24.10515 1.156 1.207 1.542 -0.19
C 4.44967 16.14522 24.04181 0.204 -0.375 -1.917 -0.02
C 3.63230 15.69658 23.01629 -1.571 -0.683 0.328 -0.05
N 6.63183 16.07027 25.14423 0.683 -2.471 -0.355 -0.35
O 6.38832 17.13014 25.60873 -0.312 2.072 0.920 0.10
O 7.55815 15.33686 25.49771 -0.607 0.605 -0.406 0.06
H 3.14697 14.14080 21.69069 0.284 -0.581 -0.351 0.11
H 5.30106 12.90434 22.19131 0.401 0.306 -0.426 0.11
H 7.12424 13.99369 23.51669 -0.879 0.551 0.208 0.14
H 4.19073 16.96641 24.66353 -0.076 0.436 0.437 0.09
H 2.57744 16.07910 22.93042 1.344 -0.190 -0.034 0.11
C 3.38497 14.63048 26.68107 0.353 1.304 0.072 -0.08
C 2.02449 14.86888 26.75929 -0.008 1.076 2.151 -0.08
C 1.11601 14.09224 26.12141 -0.122 -1.625 -2.293 0.00
C 1.65996 13.14605 25.22653 0.551 -0.555 0.347 -0.11
C 3.05642 12.90233 25.10492 -1.466 0.207 0.157 0.00
C 3.92190 13.70580 25.83058 -0.174 -1.076 -0.401 -0.08
N 0.71767 12.30511 24.42299 0.860 -0.573 -1.493 -0.34
O -0.44076 12.16657 24.71426 -0.541 0.587 1.266 0.07
O 1.16654 11.77713 23.40660 0.643 0.399 0.555 0.05
H 4.02130 15.31137 27.22519 0.262 -0.030 0.205 0.10
H 1.69446 15.64046 27.48022 0.131 -0.394 -0.622 0.10
H 0.03480 14.16411 26.14818 -0.038 0.301 0.210 0.10
H 3.48504 12.09786 24.52534 -0.455 0.036 -0.356 0.12
H 4.98177 13.55229 25.65867 -0.074 0.111 0.504 0.11
C 2.34229 13.27518 31.63760 -1.273 -0.246 1.106 -0.10
C 2.96361 13.91342 32.66019 1.235 1.619 0.953 -0.05
C 4.17573 14.55291 32.42323 0.214 0.069 2.329 -0.02
C 4.76078 14.44207 31.21959 1.196 0.010 -2.082 -0.17
C 4.25166 13.64142 30.20550 -1.008 0.268 -0.160 0.00
C 2.96748 13.08048 30.46884 2.050 -0.585 -3.559 -0.05
N 6.04192 15.23085 31.02766 -0.115 -0.769 1.591 -0.34
O 6.58798 15.21910 29.96186 -0.055 0.016 -0.931 0.09
O 6.49356 15.76560 32.03429 -0.226 0.063 -0.666 0.05
H 1.34032 12.96064 31.80217 -0.649 -0.610 -0.099 0.09
H 2.52817 14.04272 33.63337 -0.342 -0.154 0.188 0.11
H 4.79994 15.06643 33.18064 -1.010 -0.214 -0.314 0.13
H 4.74041 13.56721 29.21782 -0.290 -0.069 0.769 0.12
H 2.51249 12.47707 29.65245 0.170 0.551 0.746 0.11
C 0.40663 16.05223 29.96913 0.727 0.859 0.894 -0.07
C -0.50725 15.16533 29.39136 0.267 0.130 -0.346 -0.07
C -1.41872 14.45971 30.17317 0.337 0.905 1.146 0.01
C -1.39182 14.74633 31.54464 -0.486 -1.154 -0.303 -0.13
C -0.48334 15.58331 32.18671 -0.988 0.219 -0.107 -0.01
C 0.38523 16.29465 31.37157 0.486 0.003 -0.788 -0.07
N -2.38535 14.01232 32.42383 1.334 0.245 0.390 -0.34
O -2.46850 14.42921 33.56792 -0.464 -0.232 -0.348 0.06
O -2.92826 13.01574 31.99854 -0.185 0.384 -0.193 0.07
H 1.19997 16.65173 29.42042 -1.435 -0.925 0.222 0.09
H -0.56522 15.04984 28.30760 0.271 -0.084 0.285 0.07
H -2.14933 13.77097 29.76957 0.128 0.108 0.079 0.09
H -0.63872 15.69055 33.27034 0.504 0.185 -0.638 0.13
H 1.06221 17.07635 31.76359 -0.386 -0.745 -0.049 0.11
C -1.91429 8.70890 29.07943 -0.061 0.037 -0.339 -0.06
C -1.36801 10.14124 29.19591 0.424 0.368 1.249 -0.21
N 0.04920 10.24926 29.71392 -0.622 -0.146 -1.966 -0.16
C 0.25596 9.78490 31.05724 1.033 0.662 0.706 -0.30
C -0.58384 10.58330 32.00895 -0.288 1.995 1.736 -0.12
C 1.06664 9.82087 28.74222 -0.226 -1.715 0.380 -0.26
C 1.19062 10.65144 27.49839 1.427 -0.533 0.002 -0.08
H -1.38618 8.19499 28.27730 -0.359 -0.132 -0.278 0.03
H -3.02782 8.56283 28.98839 1.140 0.559 -0.143 0.10
H -1.61051 8.15600 29.94894 -0.008 -0.238 0.721 0.05
H -1.45318 10.73284 28.29087 0.225 -0.256 -0.422 0.08
H -1.94700 10.73468 29.90728 -0.206 -0.208 0.042 0.09
H 0.11477 8.73494 31.31402 -0.124 -0.565 -0.579 0.11
H 1.32818 9.99528 31.31879 -0.742 -0.170 -0.322 0.12
H -0.18820 10.47035 33.08039 -0.789 -0.030 -1.414 0.10
H -0.47215 11.69660 31.76305 -0.141 -1.398 0.262 0.07
H -1.68757 10.39941 31.98038 1.005 -0.154 0.135 0.08
H 0.89356 8.78626 28.36391 -0.124 0.146 0.437 0.09
H 2.01392 9.73684 29.27393 0.156 0.277 0.087 0.10
H 1.42474 11.65311 27.79229 -0.461 1.030 -0.193 0.05
H 0.31681 10.49165 26.89715 -0.428 0.623 -0.478 0.04
H 2.08672 10.33373 26.90206 -0.748 -0.063 0.450 0.09
C 5.45654 10.02883 27.51219 -0.916 -1.285 0.871 -0.08
C 6.72485 9.98908 28.34861 0.103 1.313 0.014 -0.27
N 6.57826 9.35213 29.64708 -0.831 -0.800 -0.387 -0.19
C 6.20274 10.33166 30.63455 1.467 0.779 0.707 -0.30
C 5.58800 9.67706 31.84983 -0.540 0.557 -0.113 -0.08
C 7.75444 8.52490 30.08032 -1.454 0.746 -1.332 -0.23
C 7.81528 7.21964 29.33305 0.265 0.077 -0.671 -0.07
H 5.48659 10.57040 26.60283 0.580 1.022 -0.803 0.04
H 4.62761 10.42440 28.09565 -0.229 -0.004 0.061 0.05
H 5.17939 9.01280 27.16634 0.074 0.267 0.558 0.08
H 7.42801 9.49944 27.73032 1.142 -0.812 -0.349 0.09
H 7.14373 11.02925 28.47817 -0.336 -0.600 -0.064 0.13
H 7.13783 10.95957 30.84168 -0.799 -0.533 0.366 0.14
H 5.48131 11.09909 30.33356 0.017 -0.422 -0.812 0.09
H 5.56234 10.42462 32.64769 -0.413 -0.096 0.045 0.07
H 4.54860 9.38502 31.51986 1.101 -0.119 0.843 0.09
H 6.20772 8.86663 32.22852 -0.441 -0.283 -0.089 0.06
H 7.76489 8.41491 31.12544 -0.285 -0.250 1.320 0.08
H 8.56638 9.14568 29.85805 1.975 0.751 -0.393 0.09
H 8.79880 6.72321 29.28765 -0.265 0.425 0.239 0.08
H 7.52877 7.47688 28.31749 0.083 -0.350 -0.345 0.06
H 7.09319 6.50599 29.68173 -0.408 -0.304 0.325 0.07
C 0.53926 18.30132 22.36321 1.657 0.415 1.248 -0.10
C 0.73455 19.08713 21.12081 0.164 -0.648 -2.721 -0.28
N 1.74931 20.12575 21.09430 -0.123 0.714 -0.469 -0.19
C 3.10777 19.59151 21.14061 -0.926 -0.717 0.996 -0.27
C 4.05034 20.64752 21.68798 -0.843 0.565 0.599 -0.08
C 1.57510 21.05960 19.94947 -0.362 -0.829 0.533 -0.25
C 0.29830 21.81786 20.13721 -0.244 2.611 -0.256 -0.12
H 0.21428 18.90760 23.18462 -0.573 0.545 0.424 0.07
H 1.46439 17.84834 22.77649 -0.487 -0.081 -0.584 0.04
H -0.18830 17.57617 22.13159 -0.814 -1.180 0.087 0.06
H 1.01753 18.32813 20.29462 -0.502 0.711 0.724 0.14
H -0.26972 19.47076 20.81463 0.960 -0.026 0.249 0.12
H 3.04041 18.73457 21.82925 0.384 0.244 -0.060 0.09
H 3.37644 19.12524 20.17784 0.329 0.430 -0.091 0.12
H 3.82457 20.92074 22.77315 0.052 -0.336 -1.552 0.10
H 5.06117 20.33778 21.64198 1.140 -0.449 -0.025 0.05
H 3.96844 21.52857 21.04122 0.132 0.065 0.486 0.06
H 1.47265 20.54757 18.95761 0.451 -0.063 0.551 0.13
H 2.43419 21.72716 19.90177 -0.093 -0.092 0.017 0.10
H 0.10606 22.22069 21.14616 0.561 -0.265 -0.196 0.09
H -0.53975 21.21297 19.91963 -0.982 -0.603 -0.430 0.03
H 0.24458 22.71695 19.45168 0.079 -1.004 0.538 0.09
C -1.71967 4.48451 27.19096 -0.049 -0.524 -0.279 -0.07
C -0.72892 5.03500 26.16819 -1.246 1.344 -0.243 -0.26
N -0.03672 6.16207 26.73851 0.603 1.245 0.318 -0.19
C 0.41099 7.16143 25.74068 -0.039 -0.760 -1.060 -0.25
C -0.68564 8.14433 25.34441 0.724 1.229 1.645 -0.07
C 0.99162 5.77943 27.67668 0.971 -0.693 -0.238 -0.26
C 2.17446 5.01161 27.05601 -0.634 -0.221 -0.581 -0.08
H -2.14123 3.54695 26.83875 -0.204 -0.137 -0.181 0.06
H -2.55465 5.16732 27.41146 0.515 -0.068 -0.078 0.08
H -1.19594 4.21396 28.10814 -0.103 0.229 0.114 0.06
H -0.06079 4.28461 25.76562 0.190 -0.475 -0.062 0.10
H -1.25140 5.49303 25.31066 -0.155 -0.677 0.156 0.11
H 0.85385 6.64581 24.86598 -0.438 -0.001 -0.095 0.12
H 1.24035 7.76505 26.03751 0.677 0.191 1.116 0.09
H -0.44149 8.90214 24.58879 0.451 -0.376 0.071 0.08
H -0.92332 8.72462 26.28702 -0.146 -0.640 -1.076 0.07
H -1.53601 7.63849 24.99910 -1.453 -0.661 -0.325 0.04
H 1.34204 6.65477 28.20779 0.215 0.313 0.011 0.09
H 0.65697 5.10651 28.44679 -0.958 -0.073 0.343 0.09
H 1.83913 4.18505 26.37046 0.357 0.589 0.958 0.08
H 2.72751 5.68562 26.44651 0.706 0.548 -0.657 0.05
H 2.84572 4.65105 27.82618 0.044 -0.304 0.096 0.07
C -0.16858 19.32838 29.24113 -0.343 -1.007 1.448 -0.09
C 0.98145 19.88324 28.42343 0.757 -0.827 0.499 -0.21
N 2.15560 18.93163 28.30011 -2.658 -0.792 -0.077 -0.20
C 2.83507 19.17912 27.07056 2.577 0.156 -0.132 -0.30
C 2.18824 18.66988 25.80965 -1.142 1.256 -1.042 -0.08
C 2.97832 18.75076 29.48841 -0.500 1.469 0.091 -0.26
C 3.94294 17.56835 29.40615 0.313 0.212 0.731 -0.08
H -0.90450 20.07820 29.53304 0.193 0.387 -0.154 0.07
H 0.14866 18.86497 30.23022 -0.158 0.557 -1.238 0.07
H -0.76765 18.56423 28.72524 0.495 0.054 -0.045 0.05
H 0.57992 20.13986 27.42973 0.513 -0.139 0.291 0.10
H 1.33720 20.80619 28.89476 0.075 0.217 -0.080 0.11
H 3.00500 20.26199 26.99236 -0.006 0.214 -0.338 0.12
H 3.87878 18.76942 27.10202 -0.836 0.239 0.161 0.11
H 2.63291 19.15448 24.89448 -0.298 -0.287 0.916 0.09
H 2.23565 17.60070 25.62616 -0.133 -0.224 0.431 0.04
H 1.12207 19.01723 25.85382 0.697 -0.662 -0.435 0.07
H 2.32944 18.68864 30.40995 0.437 -0.263 -1.026 0.11
H 3.50516 19.72749 29.64703 0.324 -0.612 0.091 0.12
H 4.52984 17.53229 28.45955 -0.460 -0.010 0.774 0.07
H 3.41666 16.60096 29.58299 0.423 0.604 -0.225 0.06
H 4.65036 17.76219 30.24969 -0.259 -0.590 -0.662 0.09
C -2.02223 17.22117 26.68337 -0.440 1.152 -0.006 -0.10
C -2.62237 16.51896 25.48885 -0.630 -2.164 2.040 -0.20
N -2.58145 15.03510 25.75247 1.125 1.005 -2.653 -0.18
C -2.94214 14.33186 24.50369 -1.161 -1.812 2.324 -0.23
C -4.44016 14.11567 24.21168 -0.049 -0.850 0.320 -0.08
C -3.12586 14.54520 26.97803 2.041 -0.084 0.935 -0.24
C -2.63712 13.12519 27.37025 -1.044 0.396 0.780 -0.07
H -1.83053 18.27365 26.45734 0.025 -0.010 0.029 0.07
H -1.10899 16.78886 27.05713 0.522 -0.301 -0.270 0.05
H -2.70938 17.20533 27.53115 -0.082 0.136 -0.073 0.08
H -3.66943 16.78126 25.37453 -0.377 0.581 -0.105 0.11
H -2.13856 16.69568 24.55525 0.628 0.169 -0.518 0.10
H -2.42844 14.72424 23.67461 0.709 0.810 -0.938 0.09
H -2.57353 13.30444 24.64159 0.116 0.277 -0.263 0.08
H -4.93643 13.61700 25.06620 0.211 0.420 -0.217 0.07
H -5.06714 14.92248 23.87059 0.060 0.732 0.132 0.06
H -4.50142 13.37225 23.42303 0.050 -0.163 -0.285 0.07
H -4.17599 14.65030 27.04109 -1.579 -0.224 0.052 0.10
H -2.71882 15.21142 27.75580 -0.360 -0.246 -0.111 0.08
H -1.65449 13.03484 27.81488 0.533 0.469 -0.376 0.05
H -2.72558 12.38679 26.61711 0.061 -0.538 -1.167 0.05
H -3.27432 12.71966 28.15798 -0.334 0.216 0.160 0.08
```
Positions in Å, forces in eV/Å.


A single C3H9N2OP molecule in a non-equilibrium geometry. Source: the OMol25 dataset; level of theory: ωB97M-V/def2-TZVPD.

As for the molar mass: 120.09 u. As for the structure (SMILES): [H]/N=N\OCP(C)C. For the largest force on an atom, the calculation gives 4.69 eV/A. As for the frontier orbital gap: 9.304 eV.

Geometry as XYZ:
```
16
Properties=species:S:1:pos:R:3:forces:R:3:lowdin_charge:R:1
C -0.36960 0.19971 -1.28691 -1.213 1.105 4.390 -0.24
C 1.45116 -0.98175 0.72225 -0.499 1.883 -1.253 -0.29
C 0.98103 1.81860 1.26052 0.744 -2.777 -0.420 -0.35
N -2.44010 -0.79772 -0.25403 -1.390 -1.853 -1.052 -0.13
N -3.36171 -1.53771 -0.66177 1.136 2.237 -1.498 0.04
O -1.48129 -0.66869 -1.26422 -1.050 -0.399 -2.169 -0.30
P -0.12209 0.28427 0.90289 2.180 0.085 -1.294 0.93
H -0.50720 1.14353 -1.87249 0.068 -0.925 0.573 0.09
H 0.38755 -0.48275 -1.54594 1.228 -0.010 -0.888 0.02
H 1.71305 -0.72237 -0.37254 0.152 -1.057 1.954 0.02
H 2.34870 -0.82017 1.36300 -0.905 0.277 -0.277 0.03
H 1.11038 -2.00071 0.87053 -0.072 -0.098 -0.333 0.00
H 1.81258 1.54470 0.55457 -0.079 0.916 1.311 0.02
H 0.60001 2.75481 1.01308 -1.013 1.460 -0.717 -0.02
H 1.18859 1.86189 2.35785 0.341 -0.451 -0.998 0.04
H -3.31106 -1.59563 -1.78679 0.369 -0.393 2.670 0.12
```
Positions in Å, forces in eV/Å.


The highest frontier orbital gap belongs to which entry? C3H9N2OP